Formula: C4H12
Source: OMol25
Level of theory: ωB97M-V with the def2-TZVPD basis set

```
16
Properties=species:S:1:pos:R:3:forces:R:3:lowdin_charge:R:1
C -0.142057 2.653246 0.672852 -0.93 -0.09 -1.26 -0.175
C -0.093998 -2.210339 -1.680098 0.68 -0.59 1.08 -0.162
C -0.494460 -1.976089 -0.188481 0.06 -0.20 -1.60 -0.147
C 0.708291 1.522527 1.216783 1.49 0.83 0.46 -0.180
H 0.753278 -2.898458 -1.706058 0.14 0.09 -0.14 0.053
H 0.215676 -1.319366 -2.218286 -0.37 0.13 -0.07 0.055
H -0.084656 2.683292 -0.423306 -0.19 -0.27 0.10 0.061
H 0.046888 3.695755 0.908674 0.41 -0.11 0.79 0.058
H 1.349549 1.090110 0.447190 -0.45 -0.39 -0.13 0.059
H -0.303139 -2.901639 0.344664 -0.25 -0.01 0.28 0.058
H 0.098417 0.789081 1.728154 0.12 -0.29 -0.07 0.054
H -1.180355 2.426752 0.923294 -0.06 0.38 -0.12 0.060
H 1.471466 1.891132 1.916326 -0.39 -0.05 0.24 0.064
H -0.907875 -2.747582 -2.155382 -0.09 0.24 -0.40 0.055
H 0.050716 -1.168206 0.286806 -0.06 0.10 0.00 0.031
H -1.558865 -1.774978 -0.265468 -0.12 0.22 0.83 0.057
```
Positions in Å, forces in eV/Å.

Computed properties:
- Structure (SMILES): CC.CC
- LUMO energy: 0.042 hartree
- Net charge: 0
- E: -159.56817 Ha
- E_HOMO: -11.498 eV
- Relative energy (zero: lowest compared OMol25 entry of this formula, charge and spin): 44.1 kJ/mol
- Orbital gap: 12.6 eV

---

Formula: C4H12
Source: OMol25
Level of theory: ωB97M-V with the def2-TZVPD basis set

```
16
Properties=species:S:1:pos:R:3:forces:R:3:lowdin_charge:R:1
C -1.189573 -1.235987 0.438817 -0.44 -0.73 -0.18 -0.167
C 1.092317 2.005222 0.702038 0.74 -0.45 -0.17 -0.178
C 0.758972 1.734050 -0.756905 -1.33 0.14 0.59 -0.177
C -0.598165 -2.356298 -0.406017 -0.40 -1.43 -1.03 -0.181
H -1.987692 -1.640891 1.066431 0.24 -0.41 0.17 0.064
H 1.327876 2.413950 -1.389777 -0.17 -0.39 -0.38 0.063
H -1.254318 -2.741758 -1.208376 -0.37 0.29 0.58 0.065
H 2.166472 1.826335 0.842684 -0.23 -0.24 0.28 0.064
H -1.774456 -0.505781 -0.110967 0.75 0.63 -0.29 0.060
H 0.500298 1.317640 1.311571 0.25 0.32 0.30 0.047
H 0.322389 -2.299200 -0.997884 0.21 1.14 0.57 0.058
H -0.420311 -3.213097 0.236069 0.02 -0.23 0.18 0.054
H 0.957438 3.040439 1.001607 -0.43 0.07 0.00 0.059
H -0.335621 1.860295 -0.874838 0.51 0.45 -0.32 0.066
H 0.861443 0.669974 -0.968954 0.67 0.10 -0.31 0.051
H -0.427063 -0.874890 1.114504 -0.01 0.72 0.00 0.051
```
Positions in Å, forces in eV/Å.

Computed properties:
- Structure (SMILES): CC.CC
- LUMO energy: 0.042 hartree
- Net charge: 0
- E: -159.56815 Ha
- E_HOMO: -11.469 eV
- Relative energy (zero: lowest compared OMol25 entry of this formula, charge and spin): 44.2 kJ/mol
- Orbital gap: 12.6 eV